{
  "formula": "C2H4BrCl",
  "method": "ωB97M-V/def2-TZVPD",
  "species": ["Cl", "C", "C", "Br", "H", "H", "H", "H"],
  "xyz": [[2.323, -0.136, -0.038], [0.428, 0.646, -0.001], [-0.446, -0.574, 0.055], [-2.396, -0.005, -0.021], [0.395, 1.162, 1.018], [0.498, 1.416, -0.902], [-0.261, -1.086, 1.010], [-0.088, -1.297, -0.756]],
  "forces_ev_per_angstrom": [[-2.3308, 0.9792, 0.1064], [2.4381, 1.5171, 0.4135], [0.5689, -0.7878, -1.2019], [1.5576, -0.5596, -0.0821], [0.2393, -0.3831, -1.7197], [-0.6235, -2.0896, 1.9608], [-0.4684, 0.3134, -0.3058], [-1.3811, 1.0103, 0.8288]],
  "e_tot_ha": -3112.77747,
  "smiles": "ClCCBr",
  "lumo_energy_ev": 0.00,
  "relative_energy_kcal_mol": 22.61,
  "homo_ev": -10.76,
  "multiplicity": 1,
  "total_charge": 0,
  "homo_lumo_gap_ev": 10.76
}